Arrangement one

This record from OMol25 describes a 2-piece molecular cluster, C6H13NO3 overall. The level of theory is the ωB97M-V functional and the def2-TZVPD basis.

Last column: Mulliken charge in e.
CARTESIAN COORDINATES (ANGSTROEM)
C1 1.9754 -2.2029 -0.8044  -0.1353
C2 1.7003 1.4222 -0.5731  -1.3489
C3 0.8102 0.5045 0.2136  0.6321
O1 1.1367 -1.8641 -1.5805  -0.4027
O2 1.2150 -0.1839 1.1248  -0.5485
H1 -0.4875 -0.3211 -2.0273  0.3988
H2 3.0080 -1.8194 -0.8457  0.2670
H3 1.7890 -2.9304 0.0002  0.2552
H4 1.8665 0.9761 -1.5479  0.2864
H5 2.6477 1.5530 -0.0704  0.3936
H6 1.2175 2.3751 -0.7368  0.3592
C4 -1.7399 -0.9156 1.5333  -0.9644
C5 -1.3909 1.6896 0.2971  -1.7778
N1 -1.3274 -0.7735 0.1482  -0.4002
C6 -0.6680 0.4542 -0.2519  1.0174
O3 -0.7137 0.5414 -1.6578  -0.5628
H7 -0.7406 -1.5576 -0.1138  0.3336
H8 -2.5481 -0.2194 1.7448  0.2915
H9 -2.1176 -1.9274 1.6620  0.3845
H10 -0.9283 -0.7507 2.2506  0.2831
H11 -1.1347 1.8578 1.3423  0.3832
H12 -1.1046 2.5550 -0.3017  0.3893
H13 -2.4649 1.5370 0.1945  0.4658

Properties
- HOMO energy: -8.671 eV
- SMILES: CN[C@](C)(O)C(C)=O.C=O
- Gap between HOMO and LUMO: 9.173 eV
- Charge: 0


Arrangement two

This record from OMol25 describes a 2-piece molecular cluster, C6H13NO3 overall. The level of theory is the ωB97M-V functional and the def2-TZVPD basis.

Last column: Mulliken charge in e.
CARTESIAN COORDINATES (ANGSTROEM)
C1 -2.9827 0.2514 -0.0535  -1.4176
C2 -1.5049 0.1860 0.3038  0.2771
O1 -1.3004 0.1371 1.7124  -0.5556
C3 -0.8154 -0.9706 -0.3879  0.0750
C4 -0.2610 -0.7963 -1.7768  -0.7493
C5 0.6693 -0.9557 -0.6053  -0.6725
N1 1.4541 0.1559 -0.1186  -0.4279
C6 2.4975 -0.1866 1.1169  0.2330
O2 3.1495 -1.2160 1.1532  -0.4397
H1 -3.4606 1.1143 0.4297  0.3363
H2 -3.1042 0.3525 -1.1414  0.3409
H3 -3.5015 -0.6663 0.2625  0.3756
H4 -1.0267 1.1266 -0.0056  0.2064
H5 -1.7175 -0.6570 2.0625  0.3581
H6 -1.2425 -1.9494 -0.1503  0.4209
H7 -0.3334 -1.6213 -2.4850  0.2811
H8 -0.3315 0.1979 -2.2220  0.2374
H9 1.1778 -1.9216 -0.5568  0.3651
H10 2.6259 1.6503 -0.3679  0.4429
H11 2.0943 0.2627 2.0468  0.3307
H12 1.0541 1.0269 -0.4602  0.3511
O3 3.5789 1.9118 0.2873  -0.6959
H13 3.2810 2.5674 0.9561  0.3266

Properties
- HOMO energy: -8.744 eV
- SMILES: C[C@@H](O)[C@H]1C[C@H]1NC=O.O
- Gap between HOMO and LUMO: 9.372 eV
- Charge: 0


Arrangement three

This record from OMol25 describes one molecule with the formula C6H13NO3. The level of theory is the ωB97M-V functional and the def2-TZVPD basis.

Last column: Mulliken charge in e.
CARTESIAN COORDINATES (ANGSTROEM)
C1 -1.0811 -1.3725 0.2113  -0.9392
C2 -0.4315 0.6937 1.2453  0.1357
N1 -2.3661 -0.7382 -0.0338  -0.6008
O1 -1.2086 1.5157 0.4873  -0.5136
O2 -0.4977 0.6330 2.4819  -0.6090
H1 -1.7362 0.9612 -0.1366  0.4703
H2 -2.8925 -0.6768 0.8399  0.2372
H3 -2.9269 -1.2840 -0.6862  0.2217
H4 -1.0574 -2.2550 -0.4360  0.5856
H5 -0.9629 -1.7909 1.2130  0.3404
C3 1.5889 1.6349 -0.0182  -1.8698
C4 0.4430 -0.4326 -1.8352  -1.5473
C5 0.9848 0.3623 0.5624  1.7822
C6 0.5436 -0.7343 -0.3596  -0.3693
O3 1.7894 -0.2142 1.5810  -0.6085
H6 2.1446 0.5207 2.1225  0.4105
H7 1.1084 -1.6493 -0.1660  0.5160
H8 1.6489 2.3982 0.7635  0.5482
H9 0.9856 2.0613 -0.8222  0.3394
H10 2.5995 1.4361 -0.3852  0.3964
H11 0.1311 -1.3170 -2.3965  0.4312
H12 -0.2393 0.4012 -2.0158  0.2612
H13 1.4322 -0.1535 -2.2170  0.3814

Properties
- HOMO energy: -9.164 eV
- SMILES: C[C@H](CN)[C@](C)(O)C(=O)O
- Gap between HOMO and LUMO: 9.856 eV
- Charge: 0


Arrangement four

This record from OMol25 describes one molecule with the formula C6H13NO3. The level of theory is the ωB97M-V functional and the def2-TZVPD basis.

Last column: Mulliken charge in e.
CARTESIAN COORDINATES (ANGSTROEM)
C1 -0.9121 -4.0206 0.7452  -0.8207
O1 -2.1267 -3.3180 0.5634  -0.5333
C2 -2.9928 -3.8396 -0.4178  -0.0537
C3 -4.4015 -4.0276 0.1583  0.0421
C4 -4.4050 -5.0314 1.3085  -1.4129
N1 -4.9015 -2.6996 0.4776  -0.2016
C5 -6.3122 -2.5973 0.7908  -0.9161
C6 -3.0861 -2.8492 -1.5809  0.3694
O2 -3.6548 -3.0885 -2.6197  -0.5973
H1 -0.3564 -3.5048 1.5362  0.2585
H2 -1.1095 -5.0571 1.0587  0.3220
H3 -0.3133 -4.0223 -0.1792  0.3371
H4 -2.6222 -4.7970 -0.8149  0.6532
H5 -5.0238 -4.4161 -0.6627  0.4192
H6 -3.7594 -4.6872 2.1290  0.2630
H7 -5.4199 -5.1663 1.7049  0.4001
H8 -4.0455 -6.0127 0.9682  0.3798
H9 -6.6313 -3.2145 1.6503  0.2755
H10 -6.5624 -1.5519 1.0127  0.3476
H11 -6.9051 -2.9081 -0.0818  0.3053
H12 -4.3081 -2.2160 1.1789  0.2422
O3 -2.4922 -1.6504 -1.3536  -0.5021
H13 -2.0107 -1.7327 -0.5085  0.4227

Properties
- HOMO energy: -8.899 eV
- SMILES: CN[C@H](C)[C@H](OC)C(=O)O
- Gap between HOMO and LUMO: 9.570 eV
- Charge: 0


Q: Which of them is the least stable? A: arrangement two.


Arrangement one

This record from OMol25 describes an isolated ion of composition C6H14N5O and charge +1. The level of theory is the ωB97M-V functional and the def2-TZVPD basis.

Last column: Mulliken charge in e.
CARTESIAN COORDINATES (ANGSTROEM)
C1 0.8651 -0.7278 0.4557  1.1633
C2 1.5988 1.4690 0.1719  0.2356
C3 -0.4548 -0.2084 -0.4429  -0.5175
C4 -0.7349 1.1446 0.0277  0.3080
C5 1.3252 -2.0543 -0.1324  -1.4903
C6 -3.2349 0.9341 0.2257  -0.7385
N1 1.9058 0.2419 0.2736  -0.6184
N2 0.2812 1.9225 0.2519  -0.0083
N3 2.4900 2.4247 -0.3301  -0.6003
N4 -0.3293 -0.1078 -1.9344  -0.7057
N5 0.3486 -0.6003 1.8149  -0.5132
O1 -1.8806 1.6358 0.2746  -0.4720
H1 -1.2425 -0.9684 -0.1920  0.6684
H2 1.3071 -1.8891 -1.1850  0.4044
H3 0.6528 -3.0136 -0.0869  0.2959
H4 2.2755 -2.2006 0.2953  0.3950
H5 -3.2755 0.5712 -0.7637  0.3652
H6 -3.8466 1.8097 0.3986  0.3133
H7 -3.1544 0.2487 1.0376  0.3274
H8 0.2342 2.9084 0.2564  0.3272
H9 3.4395 1.9519 -0.4633  0.3153
H10 2.8859 3.2940 0.1172  0.3049
H11 -0.2699 -1.0599 -2.1870  0.3360
H12 0.6688 0.2562 -2.1785  0.3587
H13 -0.1788 -1.4301 2.1351  0.2484
H14 1.1537 -0.4070 2.4612  0.2973

Properties
- HOMO energy: -12.880 eV
- SMILES: COC1=[NH+]C(N)=N[C@@](C)(N)[C@@H]1N
- Gap between HOMO and LUMO: 9.184 eV
- Charge: +1


Arrangement two

This record from OMol25 describes an isolated ion of composition C6H14N5O and charge +1. The level of theory is the ωB97M-V functional and the def2-TZVPD basis.

Last column: Mulliken charge in e.
CARTESIAN COORDINATES (ANGSTROEM)
C1 -1.1570 -0.4746 0.2264  0.2785
C2 -3.3671 -0.2070 0.3268  -0.4107
C3 -2.7760 0.6158 -0.8534  -0.6073
C4 3.1382 0.2671 0.6961  -0.4742
C5 2.5961 1.3194 -0.2138  -0.5080
C6 1.2314 -0.4388 -0.2358  0.6589
N1 -2.2498 -1.0696 0.6764  -0.2099
N2 -1.3453 0.5844 -0.5397  -0.0718
N3 2.3462 -0.8625 0.5992  -0.4618
N4 1.2265 -1.0982 -1.5206  -0.4935
N5 0.0460 -0.9154 0.5562  -0.2173
O1 1.2350 0.9344 -0.2826  -0.4142
H1 -3.6425 0.3435 1.2386  0.3122
H2 -4.0858 -0.7975 -0.0888  0.3254
H3 -2.9225 0.1701 -1.8403  0.2656
H4 -3.0782 1.6498 -0.8635  0.3803
H5 4.1621 0.0703 0.2901  0.2805
H6 3.3438 0.6465 1.7440  0.2798
H7 2.5275 2.2769 0.3430  0.2705
H8 3.1346 1.4252 -1.1792  0.3096
H9 -2.2680 -1.7639 1.4060  0.2318
H10 -0.7211 1.4222 -0.4733  0.3218
H11 2.8031 -1.5837 0.2047  0.2244
H12 1.8368 -1.8894 -1.5062  0.1703
H13 0.5171 -0.7871 -2.1994  0.2221
H14 0.1061 -1.6441 1.2887  0.3369

Properties
- HOMO energy: -12.960 eV
- SMILES: N[C@@]1([NH+]=C2NCCN2)NCCO1
- Gap between HOMO and LUMO: 10.364 eV
- Charge: +1


Q: Which of them is the least stable? A: arrangement one.


Arrangement one

This record from OMol25 describes one molecule with the formula ClH2NP2. The level of theory is the ωB97M-V functional and the def2-TZVPD basis.

Last column: Mulliken charge in e.
CARTESIAN COORDINATES (ANGSTROEM)
N1 -1.6258 0.2104 0.3429  -0.4305
P1 -0.4533 1.1025 -0.0212  0.2166
P2 0.9927 -0.6386 0.3415  0.0671
Cl1 2.8403 -0.0938 -0.4318  -0.2324
H1 -2.4971 0.8280 0.5699  0.2743
H2 0.7433 -1.4084 -0.8013  0.1050

Properties
- HOMO energy: -8.894 eV
- SMILES: N=P#[PH]Cl
- Gap between HOMO and LUMO: 8.168 eV
- Charge: 0


Arrangement two

This record from OMol25 describes one molecule with the formula ClH2NP2. The level of theory is the ωB97M-V functional and the def2-TZVPD basis.

Last column: Mulliken charge in e.
CARTESIAN COORDINATES (ANGSTROEM)
N1 0.1923 -0.4746 -1.6620  -0.5504
P1 -0.0359 -0.0398 -0.1697  0.5214
P2 -0.6443 1.7772 0.5184  -0.0735
Cl1 0.5071 -1.3388 1.3296  -0.1954
H1 -0.0020 -1.4625 -1.8263  0.2530
H2 -0.0173 1.5386 1.8099  0.0449

Properties
- HOMO energy: -8.981 eV
- SMILES: [H]/N=P(\Cl)=P\[H]
- Gap between HOMO and LUMO: 8.446 eV
- Charge: 0


Q: Which of them is the least stable? A: arrangement two.